No. 1
This record from OMol25 describes a structure of composition C2H2F2LiOSm. The level of theory is ωB97M-V/def2-TZVPD.

Cartesian coordinates (Å):
Li1 -2.668 1.422 2.658
C1 1.737 7.489 0.106
H1 2.693 7.232 0.555
H2 1.489 8.520 -0.172
F1 -1.123 2.016 2.133
C2 0.986 6.569 -0.454
F2 -0.178 6.695 -1.057
Sm1 0.556 3.107 1.168
O1 1.187 5.216 -0.296

Expectation value of S² = 15.772
LUMO level (spin up / spin down) = -8.28 / -9.86 eV
Multiplicity = 8
Highest occupied orbital energy (spin up / spin down) = -16.54 / -18.65 eV
Total charge = +2


No. 2
This record from OMol25 describes a cluster of 2 separate species, C2H2F2N2 in total. The level of theory is ωB97M-V/def2-TZVPD.

Cartesian coordinates (Å):
H1 -0.869 2.164 1.131
N1 -0.498 -1.558 -0.867
H2 -0.174 -2.513 -0.838
F1 1.776 -1.032 0.685
C1 -0.066 -0.583 -0.354
N2 -0.907 1.189 0.859
F2 0.829 1.545 -0.625
C2 -0.089 0.789 0.009

Relative energy (zero: lowest compared OMol25 entry of this formula, charge and spin) = 230.9 kJ/mol
LUMO level (spin up / spin down) = -1.43 / -1.43 eV
Multiplicity = 1
Highest occupied orbital energy (spin up / spin down) = -10.65 / -10.66 eV
Total charge = 0